Entry 1:
C27H42FGaN3O7PS2 | ωB97M-V/def2-TZVPD

Properties
- 2S+1 = 1
- max |F| (eV Å⁻¹) = 4.85
- relative energy (zero: lowest compared OMol25 entry of this formula, charge and spin) (kcal per mole) = 39.9
- total charge = +2
- energy (eV) = -133524.8097

Geometry as XYZ:
```
84
Properties=species:S:1:pos:R:3:forces:R:3:mulliken_charge:R:1
Ga -7.609126 -20.502920 -7.549135 -0.2 1.1 -1.1 0.52
C -8.399963 -23.347999 -7.125779 -0.7 0.1 1.6 -0.78
O -7.554543 -22.262679 -6.612837 -0.7 -1.6 0.0 0.11
C -7.350357 -22.223036 -5.162983 -1.0 -0.1 -1.3 -0.59
C -7.977287 -20.955757 -4.742593 -0.5 0.0 1.1 -0.61
O -7.470513 -19.938615 -5.586444 -0.3 1.2 1.0 0.04
C -6.386796 -19.245569 -4.986287 0.8 0.6 0.1 -0.84
H -9.471283 -23.159287 -6.948541 0.4 0.1 0.5 0.36
H -8.107929 -24.314454 -6.704459 0.2 0.3 0.0 0.38
H -8.319068 -23.358108 -8.168083 0.6 0.0 -1.5 0.19
H -6.312395 -22.301307 -4.969531 1.0 -0.2 0.1 0.22
H -7.936176 -23.005356 -4.747918 0.0 -1.0 0.5 0.56
H -7.807179 -20.719481 -3.679267 0.0 0.0 -0.4 0.60
H -9.043667 -21.064080 -4.897202 -0.3 0.4 -0.1 0.17
H -6.623220 -19.003463 -3.931835 0.2 -0.3 -0.6 0.30
H -6.221188 -18.287009 -5.517746 -0.1 -0.7 0.1 0.16
H -5.508898 -19.905191 -5.080570 0.0 0.6 0.4 0.42
F -6.238807 -14.571019 -10.595912 0.3 0.4 -0.1 -0.33
C -7.054475 -14.741940 -9.537977 0.1 -0.2 -1.4 0.35
C -7.167967 -15.994960 -9.076407 -0.3 -0.2 0.9 -0.77
C -8.124458 -16.244878 -8.051050 0.4 -0.1 -0.8 0.93
C -8.362683 -17.626652 -7.654070 1.3 -0.2 -0.9 0.74
O -7.481202 -18.502986 -7.980421 -0.9 0.6 0.3 -0.21
C -9.561170 -17.856651 -6.988524 -0.8 0.8 0.8 0.08
C -10.317975 -16.810555 -6.480364 0.4 0.9 -0.9 -0.16
N -10.023486 -15.511089 -6.781998 0.6 -1.0 0.5 0.24
C -10.873714 -14.471067 -6.331013 -3.1 1.1 0.2 -0.24
C -10.434848 -13.377031 -5.435238 -1.7 -0.5 0.7 -0.53
C -11.468137 -14.414914 -4.905385 3.0 -0.2 -1.2 -0.96
C -8.933620 -15.191225 -7.608573 0.0 -0.1 -0.2 -0.36
C -8.709650 -13.864338 -8.108977 -1.9 -0.3 1.1 -0.41
C -7.851210 -13.669667 -9.139756 0.9 1.8 0.7 -1.00
N -7.606282 -12.379586 -9.733772 0.1 -4.1 -2.5 0.42
C -7.725388 -11.179576 -9.101176 -1.1 1.6 2.2 -0.52
C -6.981744 -10.122692 -9.853598 0.4 -0.5 -1.2 -1.09
N -7.526782 -9.997502 -11.304028 -1.7 -2.0 1.8 -0.20
C -7.294488 -11.374974 -11.970447 -0.9 0.6 -0.1 -0.71
C -8.069124 -12.400973 -11.134900 1.3 0.4 0.1 -0.57
C -10.017534 -19.175363 -6.565388 0.6 -2.4 1.1 0.11
O -10.790412 -19.257174 -5.626928 -0.2 0.0 -0.4 -0.71
O -9.460461 -20.247783 -7.105638 -0.5 0.5 -0.6 -0.39
H -6.523635 -16.721798 -9.557864 -0.3 -0.4 0.5 0.56
H -11.217355 -17.014560 -5.865222 0.8 0.2 -0.5 0.62
H -11.672131 -14.174927 -7.055197 1.0 -0.3 0.2 0.27
H -10.967916 -12.425876 -5.570492 1.1 -0.2 -0.1 0.31
H -9.493188 -13.466721 -4.956424 0.8 0.4 0.1 0.29
H -12.392184 -13.958939 -4.756926 -1.6 0.0 0.0 0.31
H -11.121931 -15.152797 -4.191411 -0.1 0.2 0.0 0.32
H -9.354880 -13.039420 -7.733352 0.6 -0.7 -0.4 0.44
H -7.361090 -11.260601 -8.074620 0.5 0.2 -0.1 0.54
H -8.767283 -10.859238 -8.898853 -0.1 0.2 -0.5 0.45
H -5.900817 -10.354382 -9.953418 -0.7 0.0 -0.1 0.35
H -7.078685 -9.193065 -9.387718 -0.2 1.6 0.6 0.52
H -7.023400 -9.309303 -11.746028 2.0 1.9 -1.5 0.29
H -8.501318 -9.613411 -11.379590 0.7 -1.0 0.5 0.37
H -6.237405 -11.480748 -11.773683 0.4 -0.4 -0.8 0.44
H -7.638135 -11.316712 -13.046955 0.7 -0.1 1.3 0.34
H -7.956527 -13.419197 -11.524228 0.0 0.5 -0.2 0.46
H -9.086199 -12.096922 -11.190593 -1.4 0.0 0.0 0.32
C -5.279501 -20.514817 -12.354515 -1.9 -0.2 -2.2 -1.20
C -4.185464 -20.419190 -11.376467 -1.5 -1.5 1.1 0.56
C -4.170088 -19.173357 -10.576760 -1.1 1.7 -0.5 -1.03
O -4.482056 -21.579835 -10.414480 0.5 0.6 -0.2 -0.22
P -5.574010 -21.786304 -9.315738 -0.1 0.2 0.2 0.80
S -5.271082 -20.773785 -7.607867 1.0 0.1 0.0 -0.64
S -7.466138 -21.240865 -9.824882 -0.3 -0.1 0.0 -0.51
O -5.470475 -23.326075 -9.027774 0.5 -0.3 0.0 -0.15
C -5.302760 -24.357309 -10.089184 -0.5 0.4 -0.7 0.53
C -5.978862 -25.618653 -9.609226 -1.5 0.6 0.3 -1.36
C -3.818308 -24.570817 -10.421005 -0.8 0.2 -1.5 -1.14
H -5.026070 -20.196826 -13.386382 0.4 -0.1 0.6 0.43
H -6.113529 -19.855490 -12.093311 -0.1 -0.5 0.2 0.25
H -5.620288 -21.585708 -12.477052 0.2 1.2 0.2 0.25
H -3.341374 -20.776755 -11.898169 1.6 0.0 0.2 0.32
H -5.188818 -19.058989 -10.110672 0.7 0.2 -0.8 -0.11
H -3.892296 -18.258735 -11.180458 -0.4 -1.1 0.5 0.40
H -3.554491 -19.207027 -9.726300 1.3 -0.2 0.9 0.46
H -5.920335 -23.972195 -10.941675 0.7 -0.4 0.4 0.29
H -5.568726 -26.190278 -8.765464 0.3 0.5 -0.3 0.32
H -5.987981 -26.209506 -10.503250 -0.1 -0.9 -0.3 0.44
H -7.053862 -25.376625 -9.379562 1.0 -0.3 -0.1 0.29
H -3.441035 -24.876090 -9.450037 1.0 -0.1 -0.4 0.34
H -3.392318 -23.680316 -10.901741 0.1 0.1 1.1 0.19
H -3.631644 -25.270023 -11.299533 -0.7 0.0 1.6 0.37
```
Forces are in eV/Å.

***

Entry 2:
C28H24BF2N2O3S2SiV | ωB97M-V/def2-TZVPD

Properties
- 2S+1 = 2
- <S²> = 0.999
- max |F| (eV Å⁻¹) = 3.92
- relative energy (zero: lowest compared OMol25 entry of this formula, charge and spin) (kcal per mole) = 0.0
- total charge = +1
- energy (eV) = -99895.2561

Geometry as XYZ:
```
64
Properties=species:S:1:pos:R:3:forces:R:3:nbo_charge:R:1
V -1.348967 0.749639 0.413992 -1.6 0.1 -1.0 1.17
O -2.227617 -4.068118 2.850164 0.1 0.2 -0.1 -0.65
C -1.896195 -3.171735 3.795329 0.0 -0.1 0.0 0.36
C -1.836331 -3.630773 5.107912 0.0 0.0 0.1 -0.27
C -1.474197 -2.774960 6.125844 0.0 0.0 0.1 -0.15
C -1.179298 -1.432416 5.873443 0.0 -0.1 0.0 -0.24
C -1.264807 -0.966105 4.583516 -0.1 0.0 0.0 -0.16
C -1.623914 -1.818999 3.531021 -0.1 0.1 0.0 -0.19
C -1.662945 -1.294258 2.180233 0.1 0.9 -0.2 0.58
O -1.582609 0.049026 1.978946 -0.1 -2.0 3.4 -0.71
N -1.726127 -2.043967 1.139494 0.1 0.1 -0.8 -0.42
N -1.637446 -1.252624 -0.049366 0.0 -0.5 0.5 -0.46
C -1.623770 -1.978870 -1.126837 -0.3 -0.1 0.1 -0.03
S -1.540084 -1.279480 -2.710432 0.2 0.2 0.0 0.37
C -2.168335 -2.757376 -3.538657 0.0 -0.1 -0.1 -0.53
C -1.560373 -3.950621 -2.833424 0.0 0.0 -0.1 -0.55
S -1.777365 -3.705538 -1.055982 0.0 0.0 0.2 0.40
H -2.141806 -3.647882 1.972623 0.0 -0.1 0.1 0.51
H -2.068016 -4.671236 5.297142 0.0 0.0 0.0 0.24
H -1.411022 -3.156825 7.137879 0.0 0.0 0.0 0.22
H -0.881135 -0.774129 6.677977 0.0 0.0 0.0 0.22
H -1.044484 0.068112 4.358142 0.0 0.0 0.0 0.22
H -1.867731 -2.696200 -4.584042 0.0 0.0 0.0 0.25
H -3.254455 -2.760429 -3.472294 0.0 0.0 0.0 0.23
H -0.495972 -4.036913 -3.041104 0.0 0.0 -0.1 0.24
H -2.059874 -4.880123 -3.103362 0.0 0.0 0.0 0.26
O -0.784332 1.424757 -1.250174 1.1 0.7 -1.2 -1.05
Si -1.530162 2.965890 -1.674691 0.0 -0.5 0.5 1.95
C -2.270062 3.404481 -0.002986 0.2 -0.1 0.1 -0.44
C -3.448106 4.151488 0.060661 -0.1 -0.1 0.1 -0.20
C -4.016162 4.468141 1.287757 0.0 0.0 0.0 -0.16
C -3.445104 4.013881 2.473687 -0.1 0.1 -0.1 -0.18
C -2.284567 3.262542 2.441207 0.0 -0.1 0.0 -0.14
C -1.699463 2.974953 1.213979 0.2 0.2 -0.3 -0.34
C -0.240371 4.076839 -2.261719 0.4 0.4 -0.2 -0.62
C 0.533971 3.729586 -3.377457 0.1 0.1 0.0 -0.11
C 1.551710 4.567165 -3.808203 -0.1 0.0 0.1 -0.22
C 1.795316 5.759930 -3.134231 0.0 0.0 0.0 -0.17
C 1.030519 6.116492 -2.031216 0.0 0.0 0.0 -0.19
C 0.014070 5.277064 -1.593790 0.2 0.1 -0.1 -0.17
C -2.829613 2.486276 -2.851803 -0.3 0.0 -0.4 -0.61
C -3.022528 3.194667 -4.041447 -0.1 -0.1 -0.1 -0.10
C -4.022958 2.818093 -4.932132 0.1 0.0 0.1 -0.23
C -4.832609 1.729814 -4.639263 0.0 0.0 0.0 -0.18
C -4.658438 1.021594 -3.452500 0.0 0.1 -0.1 -0.20
C -3.666233 1.403621 -2.565942 -0.2 0.1 -0.1 -0.17
H -3.927011 4.487182 -0.854450 0.0 0.0 0.1 0.23
H -4.917283 5.068223 1.321614 0.0 0.0 0.0 0.24
H -3.904128 4.253240 3.424106 0.0 0.0 0.0 0.24
H -1.828802 2.913521 3.357023 0.0 0.0 0.0 0.24
H -0.679832 2.537701 1.243315 0.0 0.2 0.0 0.23
H 0.343407 2.804191 -3.915513 0.0 0.0 0.1 0.21
H 2.154805 4.292861 -4.664932 0.0 0.0 0.0 0.23
H 2.586581 6.417277 -3.474903 0.0 0.0 0.0 0.23
H 1.228995 7.044290 -1.508876 0.0 0.0 0.0 0.23
H -0.579075 5.560890 -0.729627 0.1 0.0 0.0 0.22
H -2.388055 4.044251 -4.278181 0.0 -0.1 0.0 0.22
H -4.167765 3.372663 -5.851029 0.0 0.0 0.0 0.23
H -5.606766 1.430607 -5.335048 0.0 0.0 0.0 0.23
H -5.300664 0.181285 -3.220761 0.0 0.0 0.0 0.22
H -3.553667 0.842829 -1.641900 0.0 0.0 0.0 0.19
F 1.114064 -0.045635 -1.023118 -0.3 0.2 -0.1 -0.47
B 0.509989 1.097031 -0.667871 1.0 0.3 -0.4 1.21
F 1.303308 2.100216 -0.249744 -0.3 0.0 -0.1 -0.48
```
Forces are in eV/Å.

***

Entry 3:
C10H20N2O4 | ωB97M-V/def2-TZVPD

Properties
- 2S+1 = 1
- max |F| (eV Å⁻¹) = 4.86
- relative energy (zero: lowest compared OMol25 entry of this formula, charge and spin) (kcal per mole) = 95.8
- energy (eV) = -21862.2702

Geometry as XYZ:
```
36
Properties=species:S:1:pos:R:3:forces:R:3:nbo_charge:R:1
C -2.622999 -0.685114 0.630736 0.7 -3.0 -0.7 -0.15
C -1.080138 -0.735287 0.961882 -3.2 2.5 -0.9 0.67
C -2.826114 -0.792682 -0.904326 2.7 -2.1 -0.1 0.08
C -2.114699 0.305639 -1.732604 2.0 -1.9 0.4 -0.68
C 0.790444 0.676785 0.926125 2.7 0.9 1.6 -0.17
C 1.061977 1.335929 2.329796 -0.5 2.5 -1.5 0.79
C 1.721871 1.151022 -0.219814 1.2 -0.7 1.6 -0.40
C 2.646122 -0.001676 -0.834519 -0.7 0.7 0.8 -0.23
C 1.890882 -0.548032 -2.009421 -2.9 0.4 -3.9 -0.63
C 3.134264 -1.120520 0.152906 0.6 0.4 -1.7 -0.63
H -3.396849 0.283917 2.064195 0.0 0.7 0.8 0.37
H -4.014017 0.587018 0.652662 -0.5 0.7 0.0 0.36
H -3.091117 -1.617808 1.146816 0.9 1.3 -1.2 0.21
H -3.795168 -0.940132 -1.304576 -1.4 -0.3 0.4 0.19
H -1.231385 -1.930211 -0.660408 -1.8 -1.2 -1.1 0.46
H -2.499097 1.321058 -1.522470 0.8 -0.4 0.2 0.22
H -2.049143 0.166377 -2.818439 -1.0 -0.3 0.2 0.23
H -1.031109 -0.033325 -1.467071 -1.5 2.1 -0.4 0.23
H -1.251337 1.301698 0.439388 1.6 -1.4 0.7 0.46
H 1.144531 -0.256750 1.297905 0.2 -1.5 -0.7 0.25
H 2.336693 1.819192 0.355659 1.0 0.5 -0.2 0.21
H 1.291587 1.777765 -1.000018 -0.4 -0.3 0.1 0.22
H 3.561934 0.517227 -1.176592 -0.5 -0.2 -0.1 0.21
H 1.326609 0.316300 -2.653112 1.5 -1.5 1.6 0.20
H 2.478221 -0.997979 -2.851136 -0.1 0.0 1.1 0.22
H 0.958094 -1.234699 -1.880899 1.9 0.8 0.6 0.21
H 4.008076 -1.625661 -0.351312 -0.4 0.8 0.8 0.22
H 3.363990 -0.690668 1.132424 0.2 -0.4 -0.1 0.22
H 2.440561 -1.944473 0.196342 -0.7 0.0 0.5 0.22
H 1.001590 2.908291 3.305943 -1.1 -0.4 -1.6 0.49
N -3.125367 0.498237 1.122074 -2.0 2.1 0.8 -0.83
N -0.538475 0.546281 0.670827 -3.5 -2.3 0.4 -0.65
O -0.619030 -1.757574 1.392632 1.7 0.3 0.1 -0.58
O -2.136157 -2.130146 -1.078019 1.0 2.2 -0.2 -0.72
O 1.684926 0.929056 3.253422 0.9 -1.7 0.5 -0.59
O 0.579830 2.600945 2.433001 0.5 0.7 1.2 -0.70
```
Forces are in eV/Å.

***

Entry 4:
C3H3O4Pr | ωB97M-V/def2-TZVPD

Properties
- 2S+1 = 4
- <S²> = 3.752
- max |F| (eV Å⁻¹) = 5.34
- relative energy (zero: lowest compared OMol25 entry of this formula, charge and spin) (kcal per mole) = 52.7
- total charge = +3
- energy (eV) = -25380.5977

Geometry as XYZ:
```
11
Properties=species:S:1:pos:R:3:forces:R:3:nbo_charge:R:1
C 0.266757 -1.689395 0.241734 0.4 5.3 -0.3 0.54
C -0.351166 -1.102322 -0.908878 -4.3 -0.6 -2.7 0.38
H 0.001683 -1.340256 -1.913701 0.1 -0.1 0.1 0.31
Pr 2.853203 1.011719 0.278141 1.2 1.0 0.2 2.00
O 1.077451 -0.679733 -0.096153 -1.0 -3.0 1.9 -0.59
O -1.482135 -0.388664 -0.962162 4.5 -1.4 -1.5 -0.37
C -2.300209 -0.115807 0.098009 -3.3 1.0 2.5 0.95
O -2.458700 -0.809441 1.057590 1.6 -0.2 -0.7 -0.50
O -2.931515 0.987920 -0.217083 0.9 -0.6 -0.5 -0.59
H -0.094624 -1.832830 1.259743 0.5 -1.5 0.5 0.33
H -3.654091 1.154009 0.404756 -0.4 0.1 0.3 0.56
```
Forces are in eV/Å.